Below is a cluster of 15 separate species, C71H160F21N8O29S7 in total in a non-equilibrium geometry, with properties calculated with ωB97M-V/def2-TZVPD.

```
296
Properties=species:S:1:pos:R:3:forces:R:3:mulliken_charge:R:1
C 0.7077 -5.8907 -4.0453 0.2 -1.3 0.0 -1.4487
C 1.6408 -4.8608 -4.7132 1.2 -1.4 0.6 0.1443
N 1.1858 -3.4093 -4.8443 -0.9 -2.0 1.5 1.3650
C -0.2309 -3.4894 -5.1992 -0.5 1.0 -1.7 -1.5998
C 1.1562 -2.7521 -3.4613 -0.1 1.9 -0.6 1.8665
C 2.4745 -2.1311 -3.0065 0.3 -1.1 -0.6 -0.2363
C 2.0756 -2.8134 -5.8280 1.5 0.2 -0.8 -0.7524
C 1.6356 -2.8708 -7.2782 -0.6 -0.6 -1.0 -1.0509
O 1.5193 -4.2221 -7.8035 -0.1 1.1 0.9 -0.2697
C 1.5180 -4.2957 -9.2309 -0.6 0.6 0.5 -0.7837
H -0.1811 -6.2387 -4.5968 0.3 0.7 -0.2 0.3358
H 0.3882 -5.7044 -3.0322 -0.1 0.7 0.2 0.2178
H 1.2457 -6.8643 -3.8976 0.2 1.0 -0.4 0.4194
H 1.9330 -5.2451 -5.7184 -0.4 0.7 0.6 0.7099
H 2.5691 -4.7834 -4.1047 -0.5 -0.2 -0.4 0.0110
H -0.8271 -3.9719 -4.4613 0.0 -0.3 0.8 0.1955
H -0.3210 -4.0199 -6.1263 -0.1 -0.4 -0.5 0.8838
H -0.5961 -2.4894 -5.3525 -0.2 0.3 0.0 -0.0900
H 0.8543 -3.5681 -2.8366 -0.4 -0.1 0.6 -0.4190
H 0.3920 -1.8976 -3.5387 0.8 -1.6 0.2 -0.8619
H 2.5658 -2.3049 -1.9055 -0.1 0.9 -1.0 -1.1536
H 2.5368 -1.1085 -3.4261 0.2 -0.3 0.9 0.4194
H 3.3124 -2.7177 -3.4448 -0.4 0.4 0.4 0.5767
H 3.0917 -3.2904 -5.7225 -1.1 0.2 -0.1 0.5988
H 2.2597 -1.7779 -5.5797 -0.3 0.3 0.0 0.4954
H 2.4603 -2.3974 -7.7996 0.1 0.4 -0.3 0.6741
H 0.6875 -2.2972 -7.4864 0.9 -0.6 0.3 0.2999
H 0.8413 -3.5045 -9.6930 1.0 -0.9 0.5 0.2682
H 1.1023 -5.2784 -9.4219 0.0 -0.1 -0.4 0.2478
H 2.5570 -4.2643 -9.5749 -0.2 0.3 -0.3 0.3111
C 1.5735 -0.6212 9.2723 1.6 1.0 0.9 -1.4951
C 1.4816 0.5847 8.3218 -0.5 0.0 0.5 0.1575
N 0.1334 0.7279 7.6246 0.7 -1.5 0.8 0.8240
C -0.0397 -0.5098 6.7880 -0.6 -1.3 1.9 -0.9269
C -0.9164 0.9193 8.6654 -1.0 -1.0 0.0 -0.3246
C -0.8067 2.2684 9.4375 -1.9 -1.9 0.2 -1.4178
C 0.1867 1.8220 6.6796 0.8 -0.5 -1.4 -0.7993
C -1.0290 2.0215 5.8194 1.2 0.3 -1.2 1.8468
O -2.1561 2.2775 6.5584 -1.9 0.5 -0.3 -0.5996
C -3.3197 1.6463 5.8979 2.4 -0.7 0.6 -0.3305
H 0.9656 -1.4617 8.9967 0.2 -0.5 -0.3 0.3869
H 1.3408 -0.4294 10.3188 -0.3 0.4 0.0 0.3514
H 2.6805 -0.8405 9.3131 -1.2 -0.3 -0.3 0.4169
H 2.1754 0.3602 7.5238 0.2 0.7 -0.1 0.0629
H 1.6427 1.5618 8.8311 0.4 -0.8 -0.5 0.6963
H -1.0652 -0.5527 6.4895 -0.4 0.1 -0.5 -0.0807
H 0.0960 -1.4364 7.4166 0.0 1.2 -0.8 0.3846
H 0.6702 -0.4697 5.9804 0.1 -0.1 -0.3 0.3928
H -0.8413 -0.0178 9.3037 0.1 1.5 -0.2 0.6078
H -1.8889 0.7792 8.1695 0.5 0.4 0.2 0.3416
H -0.9421 3.2195 8.9319 0.0 -0.3 -0.6 0.2571
H 0.1243 2.2364 9.9425 0.6 0.4 1.0 0.4002
H -1.6855 2.1710 10.1315 1.1 0.4 -0.1 0.4297
H 0.9896 1.5483 5.9899 -0.1 0.3 0.1 -0.9957
H 0.5107 2.6871 7.1994 0.0 1.1 0.4 0.8470
H -1.2488 1.2414 5.0832 0.6 -0.5 0.4 0.0934
H -0.6353 2.8220 5.1433 -0.8 0.3 0.3 -1.0383
H -3.0526 0.5773 5.8034 -0.7 0.2 0.3 0.0457
H -3.3452 1.9855 4.8881 -0.6 0.7 -0.8 0.0296
H -4.1786 1.8464 6.4930 -0.6 0.1 0.2 0.4752
C 2.2493 -4.3779 3.2802 0.3 -0.9 -0.1 -1.4007
C 1.3735 -5.6186 3.5884 -1.6 2.4 -1.3 0.2158
N 1.0310 -6.5467 2.4316 -1.0 -0.4 1.2 1.2056
C 0.5794 -5.7766 1.2153 0.7 -1.3 0.0 -0.0848
C 2.2496 -7.3662 2.1941 0.6 0.2 -1.4 -0.4539
C 2.1707 -8.3572 0.9834 0.3 1.3 0.6 -0.9872
C -0.1421 -7.4450 2.8681 -0.4 0.0 1.1 -1.0715
C -1.3704 -6.8475 3.6643 1.3 0.7 -0.2 -0.5969
O -1.1693 -6.8902 5.0970 -0.9 -0.3 -0.8 -0.4462
C -2.4254 -6.5362 5.7197 -0.6 -0.3 0.3 -0.6191
H 1.7715 -3.5767 2.7254 -0.4 -0.2 -0.1 0.0118
H 3.1575 -4.6309 2.7268 0.0 0.2 0.3 0.3246
H 2.4892 -3.9580 4.2578 0.2 0.0 0.0 0.6242
H 0.3907 -5.1799 3.8221 0.4 -0.4 0.6 -0.2221
H 1.7992 -6.1688 4.3931 0.0 -0.7 0.5 0.6239
H 0.3880 -6.4636 0.3892 0.0 -0.1 0.2 0.5324
H 1.3500 -5.1088 0.8850 0.3 0.5 0.1 -1.1356
H -0.3375 -5.3157 1.4696 -0.8 0.8 0.2 0.2083
H 2.6224 -7.7550 3.1503 -0.6 -0.3 -0.3 0.4744
H 2.9330 -6.5527 1.9298 0.5 -0.6 -0.2 0.2940
H 1.2658 -8.9759 0.9442 0.3 0.2 0.0 0.2700
H 3.0553 -8.9802 1.0246 0.1 -0.3 0.1 0.4330
H 2.3379 -7.7289 0.0889 -0.5 -0.6 0.2 0.1749
H 0.2539 -8.2522 3.4869 0.3 0.2 0.2 0.5224
H -0.4744 -7.9370 1.9699 -0.3 0.1 -0.4 0.6210
H -2.2495 -7.4183 3.3415 0.2 -0.1 0.3 0.6045
H -1.5609 -5.7852 3.4274 0.0 -0.4 -0.3 0.1682
H -2.8149 -7.3110 6.4078 0.7 -0.1 -0.4 0.2989
H -3.2119 -6.4264 4.9544 0.3 0.3 0.3 0.2707
H -2.3784 -5.6291 6.3291 0.4 0.1 -0.4 0.1947
C -5.4865 -1.5848 0.1188 -0.1 0.4 0.2 -0.7327
C -5.6653 -0.8274 -1.2320 -0.1 0.4 1.3 -0.2955
N -5.6185 -1.6374 -2.5082 0.2 -0.6 1.4 0.9811
C -6.2700 -0.8208 -3.4799 -1.3 0.6 -2.8 -2.1606
C -4.1455 -1.8213 -2.7936 -1.6 1.5 -2.9 1.1615
C -3.8399 -2.5692 -4.0883 1.0 -1.3 2.3 -1.9850
C -6.3715 -2.9185 -2.3807 0.4 -0.2 -1.4 -0.1724
C -7.8001 -2.7728 -1.9649 -1.9 -1.2 0.9 -1.0856
O -8.7777 -2.3596 -2.9173 1.7 0.6 0.3 -0.3484
C -9.1926 -3.3592 -3.7654 0.0 -1.2 -1.0 -0.7408
H -4.5017 -2.0046 0.0753 0.5 -0.9 0.1 -0.2771
H -6.2257 -2.3815 0.3864 0.6 0.8 -0.5 0.2789
H -5.3743 -0.9104 1.0192 -0.6 -0.2 -1.3 0.4496
H -4.8529 -0.0741 -1.3153 -0.7 -0.3 0.1 -0.0254
H -6.6206 -0.3376 -1.3449 -0.2 0.4 0.7 0.7005
H -6.3153 -1.1777 -4.5239 0.6 -0.7 0.6 0.3675
H -5.7955 0.1125 -3.5710 0.8 1.3 0.2 1.0068
H -7.3157 -0.6498 -3.2774 -0.2 -0.1 0.6 0.6252
H -3.7228 -2.1470 -1.8918 0.8 -0.9 0.8 -0.2311
H -3.8735 -0.7748 -3.0063 0.4 -0.4 0.4 -0.3032
H -4.1432 -3.6037 -4.1701 -0.3 -0.2 0.5 0.5516
H -2.7691 -2.5932 -3.9674 0.6 -0.2 -0.5 -0.1926
H -4.0522 -2.1011 -4.9897 -0.6 1.4 -1.3 0.7066
H -5.7757 -3.5570 -1.7576 0.1 -0.4 0.5 0.2347
H -6.3464 -3.3602 -3.3875 0.1 0.0 0.3 0.5576
H -7.9888 -2.0513 -1.2091 0.5 0.6 1.0 0.2989
H -8.1461 -3.7485 -1.5009 0.5 0.8 -0.6 0.4310
H -8.4023 -3.9742 -4.2712 -0.2 0.6 0.6 0.2853
H -9.7223 -2.8647 -4.5620 -0.5 0.0 -0.3 0.2817
H -9.8358 -4.0296 -3.2029 -0.3 -0.4 -0.2 0.3418
C 10.3791 2.0955 -0.2208 -0.1 0.0 0.8 -1.5526
C 9.0217 2.7474 -0.2241 1.0 -0.2 -0.8 -0.0469
N 7.9684 1.8610 0.3902 0.5 0.1 -0.2 1.0567
C 8.2362 1.3944 1.7834 -0.8 0.2 -0.1 -1.1691
C 6.8048 2.7010 0.4643 -3.5 1.3 -0.2 0.8212
C 6.8396 3.8224 1.4584 -0.5 0.3 1.1 -1.5604
C 7.6102 0.6762 -0.4190 -1.2 -0.8 -1.4 -0.8312
C 7.4955 0.9024 -1.9418 -3.0 -1.1 0.0 0.2761
O 8.6942 0.6911 -2.5107 3.3 0.4 -1.1 -0.4138
C 8.8124 1.1865 -3.8614 -0.6 1.4 1.2 -0.7479
H 10.4424 1.2587 -0.8720 -0.1 -0.9 -0.5 0.3398
H 10.7160 1.7996 0.7986 0.0 0.5 -0.7 0.3126
H 10.9968 2.8450 -0.6653 1.0 0.4 0.1 0.4767
H 8.7342 3.0698 -1.2785 -0.1 -0.6 1.6 0.1234
H 9.1241 3.6404 0.3929 -0.5 -0.1 -0.1 0.5893
H 8.4277 2.2811 2.3724 0.2 -0.1 0.3 0.3834
H 9.0493 0.6952 1.8105 0.3 -0.3 0.0 0.4550
H 7.2745 0.9414 2.1068 0.8 0.1 0.0 0.2704
H 5.9328 2.1006 0.7685 0.4 -0.2 -0.3 0.4213
H 6.5315 3.1458 -0.4973 0.6 -0.5 -0.1 -0.9599
H 7.8115 4.2387 1.6315 0.5 0.3 0.0 0.5880
H 6.4721 3.4471 2.4228 0.1 0.4 -0.1 0.2960
H 6.1963 4.6500 1.1424 0.1 -0.3 -0.1 0.1009
H 6.6223 0.3434 -0.0672 0.3 0.3 0.0 0.4520
H 8.2574 -0.1672 -0.2299 0.6 0.1 0.0 0.4466
H 7.0484 1.8800 -2.2264 0.2 -0.3 0.4 -0.2341
H 6.7477 0.1002 -2.3711 0.9 1.3 1.0 0.2914
H 9.8386 1.4125 -4.2085 -0.5 -0.7 0.6 0.2736
H 8.2355 2.1235 -3.9218 0.3 0.0 0.0 0.2723
H 8.2798 0.4978 -4.4470 -0.3 -1.1 -1.4 0.3615
C -2.0913 7.0166 0.5899 0.7 -0.4 1.0 -0.9535
C -1.9049 6.3847 2.0034 -1.2 -0.1 0.5 -0.4902
N -0.6002 5.8273 2.5124 0.5 0.5 -0.5 1.3826
C 0.4723 6.8829 2.4489 0.6 0.4 -1.6 -0.9473
C -0.6853 5.4447 3.9796 0.4 -0.2 -0.3 0.1658
C -0.8267 6.7005 4.8216 -1.2 1.1 -0.9 -1.5183
C -0.2611 4.6504 1.6779 1.1 -1.2 1.7 -1.3396
C 1.1010 3.9434 1.8456 -2.7 0.0 0.8 1.2631
O 2.0928 4.6590 1.2534 -1.1 0.9 -0.8 -0.6026
C 3.2763 4.1708 1.7207 2.3 0.2 -0.2 -0.3834
H -1.6120 6.4069 -0.1656 0.1 0.0 -0.3 0.0609
H -1.6851 8.0381 0.5726 -0.2 -0.3 -0.1 0.4138
H -3.1699 7.0153 0.3634 0.5 0.1 0.3 0.3773
H -2.6219 5.5725 2.1822 0.2 0.1 -0.4 0.2815
H -2.1125 7.1231 2.7583 -0.5 0.4 -0.1 0.4756
H -0.0639 7.8724 2.4497 1.1 -0.9 0.5 0.4312
H 1.0380 6.7728 1.4882 -0.8 0.2 0.6 0.2268
H 1.2557 6.6711 3.2084 -0.8 0.6 -0.2 0.4280
H 0.2759 4.9027 4.0681 -0.5 0.4 0.7 0.0725
H -1.4874 4.7117 4.1969 0.2 0.5 -0.6 0.0635
H 0.0580 7.2205 5.1086 0.9 -0.1 0.2 0.4484
H -1.4355 6.5372 5.6680 -0.3 -0.6 1.2 0.4566
H -1.4357 7.5067 4.3186 0.7 -0.9 0.2 0.3032
H -0.3139 4.9436 0.6789 -0.4 0.4 -1.7 0.3370
H -0.9996 3.9038 1.9124 -0.5 0.1 -0.2 -0.2798
H 0.8692 3.0376 1.2955 0.5 -0.6 0.0 -0.7606
H 1.3410 3.6446 2.9026 -0.2 0.2 -0.7 0.1736
H 3.4600 3.1064 1.4565 0.0 0.5 -0.3 0.0156
H 3.1898 4.1731 2.8016 0.9 0.2 0.5 0.7075
H 4.0089 4.8847 1.2813 0.1 -1.0 0.6 0.0745
C 1.9460 -1.5211 0.6879 1.4 0.9 0.2 -0.3524
C 0.4924 -1.5740 0.2942 0.9 -1.3 -1.5 2.3635
N -0.5091 -0.5395 0.6484 -0.1 0.4 -0.5 1.5391
C -1.6755 -1.2601 1.2916 1.5 -0.4 0.9 -0.5361
C -0.0235 0.5016 1.6117 0.5 -1.6 2.0 -1.1953
C -1.0488 1.5296 2.0463 0.3 -0.3 -0.3 -0.2085
C -0.9457 0.1707 -0.6085 0.1 0.6 0.9 0.0816
C 0.1862 0.8733 -1.3687 -2.1 -1.1 -1.1 -0.4784
O 0.6381 1.9770 -0.7288 0.3 1.9 1.6 1.0382
C 1.7703 2.5761 -1.3342 -0.2 0.7 0.2 -2.0695
H 2.1573 -1.6488 1.7594 -0.2 0.5 -0.2 0.1622
H 2.5401 -0.6471 0.2575 -0.9 -0.8 0.7 -0.1884
H 2.4343 -2.4065 0.2593 -0.3 0.1 0.0 -0.6700
H 0.0716 -2.5213 0.6061 0.1 -0.1 0.1 0.1004
H 0.5406 -1.6356 -0.8134 -0.5 0.0 0.6 -1.3492
H -2.1709 -1.9366 0.6294 -0.1 0.0 -0.8 -0.4980
H -2.2875 -0.4855 1.6717 -1.0 0.2 0.4 0.9821
H -1.2515 -1.9087 2.1060 -0.5 0.9 -0.5 -0.1233
H 0.9895 0.8317 1.3857 -0.5 0.3 -0.6 0.8228
H 0.1468 -0.1027 2.5115 0.1 0.1 0.1 0.9496
H -1.4065 2.1846 1.2567 -0.2 -0.2 0.0 -0.0251
H -0.5242 2.1245 2.7712 0.3 0.3 0.4 -0.2842
H -1.8587 1.0429 2.5940 -0.1 0.3 -0.2 -0.1311
H -1.7079 0.8635 -0.2266 0.1 0.0 -0.8 -0.0255
H -1.3979 -0.5848 -1.2185 -0.2 -0.3 -0.6 -0.0293
H -0.2840 1.1756 -2.2954 -0.4 0.1 -0.6 -0.1640
H 0.9195 0.1565 -1.7132 0.9 -0.3 0.4 0.2154
H 2.0352 3.5893 -0.9734 -0.9 -0.4 0.0 0.2058
H 1.6655 2.6026 -2.4061 0.0 0.0 -0.5 0.6029
H 2.5989 2.0030 -1.0392 1.5 -1.0 -0.1 0.5501
C -2.4117 4.9266 -6.3343 -1.5 -0.7 -0.3 -1.5188
C -3.6160 4.0341 -5.9155 1.7 1.6 1.5 -0.9181
N -4.6564 4.7909 -5.0934 -1.1 -1.8 -0.2 0.8566
C -5.4254 5.6848 -6.0107 -0.4 -0.7 -0.3 -1.1433
C -5.5461 3.6279 -4.5118 -2.5 1.1 -0.7 -0.2466
C -6.0624 2.6364 -5.5709 -0.7 0.4 1.4 -1.3250
C -4.1406 5.6068 -3.9339 -0.4 -0.1 0.2 -2.0087
C -3.1466 4.9057 -3.0724 2.6 -0.3 -1.3 1.2359
O -1.8036 5.3950 -3.3709 -0.7 0.0 -0.2 -0.5706
C -0.8249 4.7620 -2.5564 -1.4 -1.2 0.5 -0.6405
H -1.9957 5.5447 -5.5744 0.0 0.3 0.8 0.3077
H -2.7917 5.5355 -7.1465 0.4 0.2 -0.4 0.3980
H -1.6084 4.2864 -6.6560 0.2 -0.3 -0.4 0.3629
H -3.3419 3.2134 -5.2601 0.4 -0.3 -0.4 0.6589
H -4.1263 3.7337 -6.7954 -0.4 -0.6 -0.6 0.6495
H -6.2657 6.0370 -5.4611 -0.8 0.3 0.3 0.3880
H -5.7663 5.2514 -6.9906 0.6 -0.1 1.2 0.2978
H -4.7889 6.5078 -6.2027 0.6 0.9 -0.4 0.5228
H -6.4481 4.0181 -3.9394 1.1 0.3 -0.9 0.4123
H -5.0479 3.1093 -3.7421 1.4 -0.4 0.7 0.3021
H -6.7006 1.9085 -5.0534 0.4 0.0 0.2 0.4066
H -5.2658 2.1040 -6.0219 0.5 -0.6 -0.7 0.2572
H -6.7783 3.0571 -6.2586 0.2 0.5 -0.6 0.3880
H -5.0158 5.8739 -3.3270 0.1 -0.1 -0.3 0.4699
H -3.6636 6.5127 -4.2830 -0.1 0.2 -0.4 0.4030
H -3.1139 3.8275 -3.1964 -0.3 -0.3 0.0 -0.2933
H -3.2488 5.1327 -2.0656 -0.9 0.3 1.9 0.5109
H -0.6192 3.7541 -2.8878 0.5 -0.2 -1.0 0.1028
H -1.2378 4.4548 -1.5726 0.2 1.1 0.1 0.0560
H 0.0336 5.3942 -2.5400 0.6 0.2 0.2 0.6698
C -3.2331 -5.8681 0.2226 0.0 1.4 0.2 0.2580
F -2.3737 -6.6667 0.9173 -1.0 0.6 -0.1 -0.2205
F -4.1991 -6.6173 -0.3014 0.5 -0.2 0.1 -0.2280
F -3.8728 -4.9641 1.0449 0.9 -1.1 -0.1 -0.2266
S -2.2958 -4.8662 -1.0681 -2.1 -0.2 0.2 0.7273
O -1.6927 -3.7446 -0.3376 -0.3 -1.0 -0.7 0.0858
O -1.4377 -5.8474 -1.6564 1.2 -0.2 0.0 -0.7168
O -3.4361 -4.5347 -1.9236 0.6 0.6 0.4 -0.6377
C -4.1615 -2.5590 4.5989 0.0 -1.2 -0.9 0.3106
F -4.4073 -1.9369 3.4303 -0.1 0.6 0.2 -0.1575
F -4.9263 -2.0289 5.5607 0.2 -0.3 -0.6 -0.2392
F -4.5189 -3.8440 4.3483 -0.3 0.3 0.8 -0.2122
S -2.3683 -2.5134 4.9965 -0.7 0.0 2.5 0.7944
O -2.3806 -2.7292 6.4532 0.3 -0.2 -1.5 -0.7654
O -1.7316 -3.5038 4.1764 0.2 -0.6 -0.3 -0.2791
O -2.0659 -1.1569 4.6359 0.5 1.4 -0.6 -0.5130
C 4.7085 3.8118 -3.4728 -1.4 -2.4 -0.6 0.4608
F 5.5115 3.1301 -4.3194 0.4 0.4 0.5 -0.2496
F 3.7058 4.2337 -4.2489 -0.1 0.7 0.3 -0.2524
F 4.1295 2.8276 -2.6643 0.8 0.6 -0.5 -0.0927
S 5.5056 5.0531 -2.4166 0.0 -0.5 -1.4 1.0146
O 5.5563 6.1671 -3.3230 0.4 0.3 0.6 -0.7229
O 4.5702 5.1011 -1.3271 0.0 0.5 0.8 -0.5514
O 6.7519 4.3485 -2.1361 0.2 0.5 0.3 -0.6416
C -0.7759 0.2102 -6.2671 -0.7 -1.2 -2.0 -0.1063
F -1.3337 -0.6251 -7.2357 -0.4 0.5 1.2 -0.3193
F 0.3866 -0.4279 -6.0294 0.2 1.0 0.8 -0.1253
F -0.5790 1.3411 -6.9306 0.5 0.3 0.5 -0.1848
S -1.8814 0.4858 -4.7554 2.0 2.3 0.3 1.0039
O -3.1869 0.3406 -5.3324 -0.8 0.0 0.1 -0.6736
O -1.4430 -0.5604 -3.8414 -0.2 0.5 -0.2 0.0877
O -1.5192 1.8908 -4.3543 -0.8 -2.8 -0.6 -0.5459
C -5.1957 3.3096 1.4018 0.2 -0.8 1.7 0.0830
F -6.2244 2.4289 1.4298 0.6 0.7 -0.5 -0.2047
F -5.6377 4.5135 1.6998 -0.7 0.8 -0.4 -0.2319
F -4.4010 2.9840 2.4776 -0.1 -0.2 -0.6 -0.1681
S -4.1577 3.2423 -0.1052 -1.4 -0.8 -0.3 0.9579
O -3.0568 4.1446 0.2352 -0.7 -0.5 -0.7 -0.5057
O -3.8629 1.8086 -0.0481 0.4 0.8 -0.7 -0.4585
O -5.0755 3.6488 -1.1980 1.5 -0.3 1.3 -0.6557
C 4.5192 0.5237 3.6679 -0.3 -0.1 0.4 0.3351
F 5.4790 0.1757 4.5001 1.0 0.8 0.8 -0.2583
F 5.0026 1.4544 2.7914 -0.3 -0.8 0.2 -0.2143
F 4.2674 -0.6279 3.0491 -0.9 0.4 -1.0 -0.1087
S 3.0759 1.2435 4.6436 -0.7 -1.7 0.4 1.2354
O 3.5179 2.5800 4.9756 0.5 -0.6 0.9 -0.7949
O 1.9262 1.3212 3.7578 -0.1 -0.5 -0.5 -0.5224
O 2.8967 0.1553 5.6685 0.8 2.4 -1.6 -0.8070
C 5.0085 -4.2756 -1.7056 2.8 0.0 -0.9 0.3937
F 4.9657 -4.5722 -3.0135 -1.0 -0.2 -0.2 -0.2495
F 6.3404 -4.5654 -1.4109 -1.8 0.0 0.7 -0.2811
F 4.8955 -2.9634 -1.5899 0.1 0.9 -0.1 -0.1395
S 3.7009 -4.9931 -0.6655 -0.9 -0.5 0.5 1.2169
O 2.4583 -4.8158 -1.4174 0.5 0.9 0.1 -0.8481
O 4.0028 -6.4024 -0.5653 0.7 0.4 0.6 -0.6518
O 3.8402 -4.1180 0.5096 -0.2 -1.4 -0.9 -0.6345
```
Positions in Å, forces in eV/Å.

## Properties
* E: -280419.2395 eV
* LUMO: -0.04949 Ha
* strongest force on any atom: 3.75 eV/Å
* frontier orbital gap: 9.31 eV
* net charge: +1